No. 1
C24H37AuIN5O | the ωB97M-V functional and the def2-TZVPD basis

Structure (XYZ):
```
69
C24H37AuIN5O, DFT the ωB97M-V functional and the def2-TZVPD basis
C -4.253 4.010 -2.159
I -2.475 2.396 -2.484
H -3.933 4.861 -2.780
H -4.454 4.300 -1.125
H -5.152 3.546 -2.559
C -1.801 -2.620 -2.028
C -1.260 -2.032 -3.100
N -0.973 -0.727 -2.742
C -1.354 -0.492 -1.471
N -1.844 -1.668 -1.025
H -2.134 -3.625 -1.872
H -1.016 -2.437 -4.062
C -0.268 3.386 3.146
C -0.831 2.526 1.137
N -0.698 2.261 2.461
H 0.106 5.406 2.363
N -0.556 3.847 1.022
H -0.051 3.359 4.192
Au -1.243 1.197 -0.344
C -4.065 2.377 -0.230
O -4.975 2.193 0.414
C -0.184 4.380 2.253
C -0.556 4.605 -0.205
H 0.347 4.403 -0.793
H -0.612 5.667 0.047
H -1.412 4.322 -0.825
C -0.857 0.986 3.112
H -1.492 1.090 4.003
H 0.121 0.614 3.461
H -1.299 0.255 2.424
C -2.266 -1.985 0.319
H -2.962 -2.828 0.274
H -2.743 -1.112 0.775
H -1.411 -2.293 0.942
C -0.116 0.094 -3.569
H -0.454 1.137 -3.585
H -0.154 -0.309 -4.584
H 0.918 0.028 -3.197
C 1.034 -3.282 3.684
C 1.059 -3.075 2.197
C 1.033 -4.184 1.346
C 1.142 -4.038 -0.043
C 1.143 -5.224 -0.952
C 1.317 -2.761 -0.574
C 1.257 -1.592 0.233
C 1.165 -1.796 1.650
N 1.238 -0.365 -0.343
C 2.440 0.461 -0.408
C 3.023 0.763 0.964
C 3.505 -0.218 -1.263
C 2.079 1.784 -1.042
H 0.243 -3.986 3.973
H 1.985 -3.707 4.035
H 0.872 -2.338 4.214
H 0.938 -5.188 1.773
H 2.165 -5.571 -1.157
H 0.594 -6.059 -0.502
H 0.678 -4.975 -1.912
H 1.449 -2.635 -1.647
H 1.163 -0.918 2.297
H 3.870 1.443 0.852
H 2.288 1.254 1.607
H 3.388 -0.136 1.462
H 3.109 -0.484 -2.250
H 4.356 0.452 -1.409
H 3.878 -1.131 -0.791
H 1.740 1.670 -2.070
H 1.266 2.264 -0.494
H 2.943 2.454 -1.035
```

Output
Energy   -1718.88718 Eh
Multiplicity   3
HOMO-LUMO gap (spin up / spin down)   1.544 / 4.978 eV
Molar mass   735.5 Da
Total charge   -2
Energy above the lowest of the compared OMol25 structures with the same formula, charge and spin   13.8 kJ/mol
HOMO level (spin up / spin down)   2.860 / -0.637 eV


No. 2
C3H3N3O | the ωB97M-V functional and the def2-TZVPD basis

Structure (XYZ):
```
10
C3H3N3O, DFT the ωB97M-V functional and the def2-TZVPD basis
O 2.162 -2.382 0.030
C 1.520 -1.617 0.903
C -1.110 2.718 -0.369
N -0.540 1.713 -0.284
N 0.208 0.694 -0.227
C -0.430 -0.457 0.229
N 0.219 -1.482 0.597
H 1.580 -2.649 -0.711
H -1.593 3.672 -0.391
H -1.524 -0.471 0.246
```

Output
Energy   -355.43787 Eh
HOMO-LUMO gap   8.420 eV
Molar mass   97.1 Da
Energy above the lowest of the compared OMol25 structures with the same formula, charge and spin   530.4 kJ/mol
HOMO level   -7.982 eV


No. 3
C33H58FI3O15S6 | the ωB97M-V functional and the def2-TZVPD basis

Structure (XYZ):
```
116
C33H58FI3O15S6, DFT the ωB97M-V functional and the def2-TZVPD basis
C -2.244 -3.473 -1.321
C -0.790 -3.055 -1.404
I 0.483 -4.449 -2.371
C -0.337 -1.913 -0.958
I -1.742 -0.557 -0.070
C 1.077 -1.368 -1.014
O 1.525 -1.103 -2.352
C 2.852 -1.509 -2.349
O 3.647 -1.030 -3.013
O 3.001 -2.499 -1.422
C 2.262 -2.022 -0.260
I 3.692 -0.565 0.546
C 2.046 -3.185 0.699
C 0.974 -2.982 1.772
C 1.069 -1.708 2.585
F 1.132 -4.047 2.674
H -2.352 -4.529 -1.561
H -2.680 -3.216 -0.359
H -2.748 -2.938 -2.136
H 1.046 -0.362 -0.579
H 1.861 -4.135 0.195
H 2.990 -3.323 1.233
H -0.044 -3.097 1.393
H 0.236 -1.675 3.293
H 1.038 -0.798 1.982
H 1.981 -1.692 3.187
C 3.787 3.530 -2.239
C 2.983 4.592 -1.474
C 3.247 4.374 0.019
S 4.880 3.640 0.138
O 4.746 2.300 0.657
O 5.794 4.591 0.722
C 5.181 3.536 -1.620
H 3.825 3.742 -3.307
H 3.324 2.548 -2.107
H 3.322 5.583 -1.765
H 1.926 4.530 -1.696
H 3.237 5.308 0.575
H 2.534 3.676 0.456
H 5.758 2.640 -1.842
H 5.740 4.425 -1.912
C -1.294 8.847 0.147
C 0.057 9.440 0.566
C 1.004 8.267 0.851
S 0.439 6.908 -0.177
O -0.034 5.850 0.679
O 1.406 6.663 -1.225
C -0.972 7.758 -0.871
H -1.954 9.604 -0.274
H -1.791 8.410 1.016
H 0.457 10.048 -0.249
H -0.038 10.087 1.438
H 2.033 8.505 0.594
H 0.946 7.946 1.889
H -1.787 7.053 -1.023
H -0.664 8.188 -1.825
C -1.552 -8.033 4.672
C -0.425 -6.993 4.614
C -1.022 -5.702 4.042
S -2.762 -5.716 4.483
O -3.543 -5.811 3.275
O -3.015 -4.695 5.472
C -2.749 -7.314 5.282
H -1.268 -8.906 5.258
H -1.795 -8.370 3.661
H -0.049 -6.809 5.623
H 0.413 -7.338 4.010
H -0.553 -4.817 4.464
H -0.953 -5.675 2.957
H -3.696 -7.825 5.104
H -2.606 -7.150 6.351
C 0.449 -3.754 -6.452
C 0.849 -3.271 -7.852
C -0.062 -3.983 -8.860
S -1.593 -4.337 -7.990
O -1.737 -5.765 -7.873
O -2.647 -3.510 -8.519
C -1.073 -3.686 -6.407
H 0.899 -3.143 -5.669
H 0.781 -4.785 -6.309
H 0.699 -2.191 -7.920
H 1.899 -3.469 -8.063
H -0.279 -3.360 -9.724
H 0.364 -4.931 -9.185
H -1.509 -4.278 -5.605
H -1.420 -2.654 -6.343
C -8.598 -6.939 6.671
C -7.245 -6.370 7.115
C -6.312 -7.558 7.379
S -6.883 -8.888 6.314
O -7.375 -9.959 7.141
O -5.913 -9.113 5.269
C -8.279 -8.007 5.630
H -9.248 -6.166 6.263
H -9.107 -7.392 7.526
H -6.832 -5.748 6.318
H -7.341 -5.744 8.001
H -5.278 -7.324 7.135
H -6.382 -7.904 8.409
H -9.099 -8.700 5.455
H -7.959 -7.558 4.690
C 4.419 8.733 -2.609
C 5.532 9.785 -2.698
C 4.915 11.056 -3.294
S 3.178 11.031 -2.839
O 2.388 10.896 -4.036
O 2.919 12.068 -1.872
C 3.218 9.451 -2.005
H 4.718 7.876 -2.004
H 4.172 8.370 -3.609
H 5.914 9.996 -1.696
H 6.370 9.436 -3.300
H 5.374 11.958 -2.895
H 4.974 11.060 -4.382
H 2.278 8.926 -2.165
H 3.368 9.641 -0.942
```

Output
Energy   -5802.79674 Eh
HOMO-LUMO gap   8.931 eV
Molar mass   1286.9 Da
Structure (SMILES)   C/C(I)=C(\I)[C@@H]1OC(=O)O[C@]1(I)C[C@H](C)F.O=S1(=O)CCCC1.O=S1(=O)CCCC1.O=S1(=O)CCCC1.O=S1(=O)CCCC1.O=S1(=O)CCCC1.O=S1(=O)CCCC1
Energy above the lowest of the compared OMol25 structures with the same formula, charge and spin   0.0 kJ/mol
HOMO level   -9.457 eV


No. 4
C4H8IrO | the ωB97M-V functional and the def2-TZVPD basis

Structure (XYZ):
```
14
C4H8IrO, DFT the ωB97M-V functional and the def2-TZVPD basis
H 0.714 0.982 -0.877
C 0.133 1.120 0.712
C -0.743 0.134 1.520
C 0.091 -0.523 0.517
H 0.794 1.722 1.337
H -0.559 1.486 -0.053
H -1.810 0.183 1.294
H -0.469 0.024 2.569
H 1.070 -0.890 0.840
C -0.224 -0.923 -0.897
O 0.560 -0.083 -1.720
Ir 1.736 -0.497 -3.204
H -1.296 -0.730 -1.081
H 0.003 -2.004 -0.957
```

Output
Energy   -336.21176 Eh
Multiplicity   5
HOMO-LUMO gap (spin up / spin down)   8.753 / 7.840 eV
Molar mass   264.3 Da
Total charge   +1
HOMO level (spin up / spin down)   -12.263 / -14.515 eV


No. 5
C7H15NO3S | the ωB97M-V functional and the def2-TZVPD basis

Structure (XYZ):
```
27
C7H15NO3S, DFT the ωB97M-V functional and the def2-TZVPD basis
N -0.989 -0.098 3.430
C 0.000 -0.813 2.633
C -0.312 -1.053 1.133
C -1.230 -0.006 0.477
C -0.963 0.370 -1.001
C 0.009 1.554 -1.158
C 1.451 1.126 -0.903
S 1.954 -0.033 -2.158
O 2.535 -1.179 -1.525
O 2.634 0.657 -3.205
O 0.555 -0.443 -2.785
C -0.493 -0.822 -1.863
H -0.828 0.897 3.461
H -1.942 -0.275 3.149
H 0.946 -0.273 2.717
H 0.173 -1.787 3.097
H 0.644 -1.103 0.606
H -0.749 -2.048 1.019
H -2.264 -0.348 0.553
H -1.188 0.921 1.058
H -1.919 0.709 -1.406
H -0.061 1.959 -2.168
H -0.271 2.349 -0.464
H 1.565 0.642 0.063
H 2.168 1.945 -0.972
H -1.288 -1.180 -2.513
H -0.134 -1.667 -1.275
```

Output
Energy   -954.35997 Eh
HOMO-LUMO gap   9.998 eV
Molar mass   193.3 Da
Structure (SMILES)   NCCC[C@H]1CCS(=O)(=O)OC1
Energy above the lowest of the compared OMol25 structures with the same formula, charge and spin   8.6 kJ/mol
HOMO level   -9.435 eV


- Look up the energy of the third one.
  -5802.79674 Eh


- Look up the energy of the fifth one.
  -954.35997 Eh


- Among the records above, which one has the lowest energy?
  C33H58FI3O15S6